Record 1
{
  "formula": "C10H9F4NO2PS",
  "method": "ωB97M-V/def2-TZVPD",
  "symbols": ["C", "C", "O", "C", "O", "C", "C", "C", "N", "P", "S", "C", "C", "F", "F", "C", "F", "F", "C", "H", "H", "H", "H", "H", "H", "H", "H", "H"],
  "xyz": [[-0.28760, 1.34590, 3.17736], [-1.63605, 1.11453, 3.37860], [-2.49096, 0.33734, 2.54652], [-1.99150, -0.95241, 2.32291], [-2.31873, -1.92909, 2.92215], [-0.95207, -1.08675, 1.14542], [0.17077, -2.03751, 1.13951], [1.07358, -2.00108, -0.01239], [0.92190, -1.11326, -1.08028], [2.17455, -1.20564, -2.35148], [3.89242, -0.97331, -1.44696], [-0.15322, -0.21167, -1.13189], [-0.39111, 0.78292, -2.31417], [-0.25004, 0.21841, -3.56951], [-1.73700, 1.15868, -2.23089], [0.43353, 2.16157, -2.15335], [0.71680, 2.63465, -3.42415], [-0.43236, 3.09763, -1.59113], [-1.11685, -0.16664, -0.01890], [0.38897, 0.44195, 3.08101], [0.19374, 2.34166, 3.03920], [-2.12069, 1.57522, 4.28626], [0.33437, -2.75301, 1.98289], [1.94875, -2.70245, -0.02117], [2.08445, -0.16111, -3.30947], [2.17731, -2.52159, -2.88729], [1.34123, 2.06024, -1.50363], [-1.97418, 0.54483, 0.02481]],
  "total_energy_ha": -1730.256773,
  "smiles": "C=COC(=O)c1cc[n+]([PH2]=S)c(C(F)(F)C(F)F)c1",
  "e_lumo_ev": -6.04,
  "total_charge": 1,
  "orbital_gap_ev": 6.1,
  "e_homo_ha": -0.4478
}

---

Record 2
{
  "formula": "C10H9FN2",
  "method": "ωB97M-V/def2-TZVPD",
  "symbols": ["F", "C", "C", "C", "C", "C", "C", "C", "N", "C", "C", "N", "C", "H", "H", "H", "H", "H", "H", "H", "H", "H"],
  "xyz": [[1.31965, 2.37764, -1.39300], [1.06884, 1.02111, -1.26311], [-0.24234, 0.74905, -0.64309], [-0.71558, -0.61667, -0.78272], [-1.75419, -0.99408, -0.01419], [-2.26191, -0.22180, 0.94052], [-1.89023, 1.08548, 1.08355], [-0.89327, 1.55566, 0.30582], [2.04988, 0.37540, -0.42616], [2.38786, -0.94094, -0.58479], [2.91980, -1.43952, 0.57547], [2.88441, -0.36113, 1.46605], [2.22412, 0.60188, 0.94150], [1.16244, 0.45712, -2.38318], [-0.08545, -1.29674, -1.35950], [-1.90978, -2.03754, -0.12509], [-2.90880, -0.69887, 1.62092], [-2.48208, 1.85863, 1.65611], [-0.68081, 2.58636, 0.35669], [2.44900, -1.40385, -1.51562], [3.33729, -2.40532, 0.94212], [2.14700, 1.57361, 1.29625]],
  "total_energy_ha": -595.773468,
  "de_lowest_kcal_mol": 40.8,
  "smiles": "F[C@H](c1ccccc1)n1ccnc1",
  "e_lumo_ev": 0.68,
  "orbital_gap_ev": 9.7,
  "e_homo_ha": -0.3302
}

---

Record 3
{
  "formula": "C10H9I2LuN3O4RuS",
  "method": "ωB97M-V/def2-TZVPD",
  "symbols": ["I", "I", "Lu", "Ru", "S", "C", "C", "C", "C", "C", "C", "C", "C", "O", "O", "O", "O", "H", "H", "H", "H", "H", "H", "H", "H", "H", "N", "C", "N", "C", "N"],
  "xyz": [[-2.75586, -0.95858, 3.03277], [0.31592, -1.41933, 4.18032], [-0.39653, 0.46775, 2.06654], [-0.80193, 0.79593, -1.19765], [-0.26363, -1.33094, -0.28915], [-1.25997, 0.55160, -3.00207], [-1.98511, 2.06985, -0.52236], [1.00299, -2.16340, -1.40253], [1.81575, -3.20814, -0.63381], [1.87076, -1.09430, -2.05483], [0.24199, -2.95898, -2.46160], [1.53391, 2.39071, 2.06065], [0.86784, 1.63620, -0.96960], [-2.73119, 2.88873, -0.15339], [-1.53006, 0.47068, -4.13667], [2.17258, 3.33635, 2.07015], [1.92524, 2.12499, -0.78314], [2.54474, -3.63344, -1.34209], [1.13749, -4.01159, -0.31503], [2.35459, -2.77536, 0.22383], [2.58779, -1.59412, -2.71677], [2.44219, -0.53827, -1.30402], [1.24950, -0.40799, -2.65845], [0.97477, -3.43176, -3.12721], [-0.44758, -2.36561, -3.06500], [-0.31901, -3.75825, -1.96954], [-1.15300, 2.18354, 3.12909], [-1.99574, 2.92226, 3.53872], [-3.00492, 3.61021, 3.83590], [-3.10648, 4.63800, 4.63564], [-3.28704, 5.56322, 5.33130]],
  "total_energy_ha": -3173.843280,
  "de_lowest_kcal_mol": 1.8,
  "spin_multiplicity": 6,
  "e_lumo_ev": [-16.19, -17.65],
  "total_charge": 4,
  "orbital_gap_ev": [6.5, 5.4],
  "e_homo_ha": [-0.8355, -0.8484]
}

---

Record 4
{
  "formula": "C10H9N2",
  "method": "ωB97M-V/def2-TZVPD",
  "symbols": ["C", "C", "C", "C", "C", "C", "C", "C", "C", "C", "N", "N", "H", "H", "H", "H", "H", "H", "H", "H", "H"],
  "xyz": [[3.47825, -3.31965, -2.03686], [-0.95650, -1.33836, 0.50578], [-1.97747, -0.41543, 0.54287], [-0.50082, 1.40216, 0.29826], [0.33154, -0.81073, 0.25165], [0.54259, 0.54903, 0.06970], [-1.82593, 0.95008, 0.35999], [1.70104, -1.18084, 0.12029], [2.07393, 0.85734, -0.06629], [-2.95725, 1.84892, 0.59817], [2.68668, -0.47999, -0.04884], [2.72492, -2.45805, -1.97281], [4.20099, -4.08007, -2.11735], [-1.23673, -2.34208, 0.50622], [-2.95824, -0.97126, 0.70614], [-0.25757, 2.53590, 0.25963], [2.46278, 1.33415, -1.05361], [2.33218, 1.52112, 0.83989], [-2.97198, 2.83967, 0.07814], [-3.94482, 1.30360, 0.43492], [-2.94759, 2.25447, 1.72411]],
  "total_energy_ha": -495.538477,
  "de_lowest_kcal_mol": 134.3,
  "e_lumo_ev": -6.44,
  "total_charge": 1,
  "orbital_gap_ev": 7.1,
  "e_homo_ha": -0.4958
}

---

Record 5
{
  "formula": "C10H9N3P2",
  "method": "ωB97M-V/def2-TZVPD",
  "symbols": ["C", "P", "C", "P", "N", "N", "C", "C", "C", "C", "C", "C", "C", "N", "C", "H", "H", "H", "H", "H", "H", "H", "H", "H"],
  "xyz": [[-5.03247, -0.92778, -0.81637], [-4.53186, 0.42779, 0.06299], [-2.81494, 0.37066, -0.25546], [-1.80558, 1.59581, 0.58399], [-0.95305, 2.40491, -0.68746], [0.26484, 2.36884, -0.87786], [1.17759, 1.50481, -0.58444], [2.54817, 1.74119, -0.86288], [3.50978, 0.90644, -0.40689], [3.16099, -0.22389, 0.40409], [1.88971, -0.54149, 0.66813], [0.72019, 0.21598, 0.08749], [0.15124, -0.68779, -0.89322], [-0.24167, -1.42313, -1.67658], [-0.33362, 0.56415, 1.16202], [-6.04851, -1.27293, -0.74609], [-4.35874, -1.52269, -1.41415], [-2.40446, -0.22408, -1.06444], [2.78843, 2.62978, -1.42496], [4.54925, 1.09464, -0.61881], [3.95678, -0.82193, 0.82034], [1.62775, -1.40030, 1.26694], [0.15703, 1.14968, 1.94446], [-0.74442, -0.34110, 1.60677]],
  "total_energy_ha": -1233.235566,
  "de_lowest_kcal_mol": 29.7,
  "smiles": "C=PC=P1=NN=C2C=CC=C[C@@]2(C#N)C1",
  "e_lumo_ev": [-1.78, -1.53],
  "orbital_gap_ev": [6.2, 6.5],
  "e_homo_ha": [-0.2934, -0.2939]
}

---

Record 6
{
  "formula": "C10H9N3S2",
  "method": "ωB97M-V/def2-TZVPD",
  "symbols": ["C", "C", "C", "C", "C", "C", "C", "C", "S", "C", "N", "N", "C", "S", "N", "H", "H", "H", "H", "H", "H", "H", "H", "H"],
  "xyz": [[0.04577, 3.12148, 0.77240], [-0.44539, 1.73208, 0.22207], [-1.38199, 0.98105, 0.80226], [-1.59576, -0.34149, 0.45002], [-2.62564, -1.18252, 1.18099], [-0.97807, -0.81572, -0.80725], [-0.30985, 0.06271, -1.57094], [0.16413, 1.27221, -0.95559], [0.20364, -0.42369, -3.13027], [-0.18374, -2.03894, -2.50361], [0.07421, -3.27172, -3.02822], [-0.31807, -4.02987, -1.97467], [-0.54962, -3.31489, -0.80400], [-0.25690, -3.90576, 0.68645], [-0.80587, -2.08461, -1.31505], [-0.80137, 3.74979, 0.84820], [0.50529, 3.05421, 1.67946], [0.68838, 3.63988, 0.10543], [-1.88425, 1.24856, 1.75185], [-2.15161, -1.73927, 1.90377], [-3.07980, -1.95720, 0.58030], [-3.47068, -0.65019, 1.56105], [0.99319, 1.66652, -1.46968], [-0.08806, -5.01031, -1.76303]],
  "total_energy_ha": -1347.039214,
  "de_lowest_kcal_mol": 17.8,
  "smiles": "Cc1cc(C)c2c(c1)sc1n[nH]c(=S)n12",
  "e_lumo_ev": 0.38,
  "orbital_gap_ev": 8.2,
  "e_homo_ha": -0.2865
}